--- i ---
Molecular formula: C2H4ClFS
Method: DFT, ωB97M-V/def2-TZVPD

Calculated values
- Charge: 0
- SMILES string: F[C@@H](Cl)CS
- LUMO level: 0.55 eV

Atoms and positions in Å:
C 0.487 -0.723 -0.018
C -0.396 0.348 0.431
H 2.299 0.304 1.175
H 0.226 -0.901 -1.057
H 0.277 -1.724 0.501
H -0.579 0.685 1.369
F -0.187 1.576 -0.219
S 2.216 -0.232 -0.093
Cl -2.150 -0.388 -0.060

=====

--- ii ---
Molecular formula: C2H4ClFS
Method: DFT, ωB97M-V/def2-TZVPD

Calculated values
- Charge: 0
- SMILES string: F[C@@H](Cl)CS
- LUMO level: 0.61 eV

Atoms and positions in Å:
C 0.370 0.374 -0.414
C 0.028 -0.779 0.569
H -1.426 1.883 -0.440
H 1.082 0.026 -1.127
H 0.774 1.264 0.146
H -0.670 -0.422 1.315
F -0.519 -1.790 -0.134
S -1.178 0.818 -1.358
Cl 1.540 -1.373 1.443

=====

Computed stability ranking, most favorable first: ii, i

=====

--- i ---
Molecular formula: C2H8N3O2
Method: DFT, ωB97M-V/def2-TZVPD

Calculated values
- Charge: +1
- SMILES string: CN(C)/[N+](O)=N/O
- LUMO level: -5.33 eV

Atoms and positions in Å:
C 0.120 -1.611 -0.765
C 1.807 0.036 -0.013
N -1.734 0.324 0.348
N 0.421 -0.357 -0.003
N -0.535 0.430 0.328
O -2.481 1.366 0.620
O -0.026 1.944 0.777
H 0.906 -1.555 -1.586
H 0.361 -2.520 -0.227
H -0.901 -1.629 -1.119
H 2.340 -0.925 0.332
H 2.143 0.279 -1.027
H 1.844 0.972 0.625
H -3.385 0.929 0.693
H -0.879 2.317 1.015

=====

--- ii ---
Molecular formula: C2H8N3O2
Method: DFT, ωB97M-V/def2-TZVPD

Calculated values
- Charge: +1
- LUMO level (alpha / beta): -4.50 / -4.49 eV

Atoms and positions in Å:
C 0.005 -0.213 -0.161
C 0.090 1.924 0.916
N 0.337 -0.267 -1.420
N -0.126 0.466 0.904
N -0.725 -2.228 -0.090
O -0.477 -0.114 2.065
O -0.300 -2.807 -1.210
H 0.895 2.229 1.636
H 0.646 2.101 -0.071
H -0.703 2.574 0.850
H 0.793 0.444 -1.952
H 0.490 -1.193 -1.784
H -0.025 -2.394 0.610
H -1.099 0.471 2.460
H -0.892 -2.571 -2.061

=====

Computed stability ranking, most favorable first: ii, i

=====

--- i ---
Molecular formula: C4H10NOS
Method: DFT, ωB97M-V/def2-TZVPD

Calculated values
- Charge: +1
- SMILES string: [NH3+][C@H](C=O)CCS
- LUMO level: -4.16 eV

Atoms and positions in Å:
O 2.366 1.211 0.670
C 1.915 0.961 -0.413
C 0.770 -0.040 -0.516
C -0.451 0.479 0.290
C -1.795 -0.002 -0.258
S -2.997 0.172 1.110
N 1.302 -1.272 0.216
H 2.414 1.333 -1.323
H 0.593 -0.405 -1.522
H -0.300 0.090 1.295
H -0.403 1.559 0.356
H -1.712 -1.036 -0.587
H -2.114 0.681 -1.033
H -3.920 0.904 0.477
H 2.105 -1.692 -0.259
H 0.575 -1.975 0.362
H 1.650 -0.969 1.135

=====

--- ii ---
Molecular formula: C4H10NOS
Method: DFT, ωB97M-V/def2-TZVPD

Calculated values
- Charge: +1
- SMILES string: C/[NH+]=C/[C@H](O)SC
- LUMO level: -5.55 eV

Atoms and positions in Å:
C -0.966 0.427 0.757
C 1.504 -2.371 0.431
C -0.950 2.045 -1.980
C 0.363 -0.239 0.621
N 0.450 -1.486 0.817
O -1.941 -0.544 0.890
S -2.151 1.664 -0.710
H -0.785 1.290 1.428
H 1.446 -2.692 -0.553
H 2.483 -1.828 0.335
H 1.678 -3.134 1.087
H -0.881 1.352 -2.693
H -0.152 2.067 -1.310
H -1.124 3.107 -2.245
H 1.099 0.404 0.078
H -2.720 -0.264 1.412
H -0.340 -2.038 1.053

=====

Computed stability ranking, most favorable first: i, ii

=====

--- i ---
Molecular formula: C3H8FNP
Method: DFT, ωB97M-V/def2-TZVPD

Calculated values
- Charge: +1
- LUMO level (alpha / beta): -6.34 / -6.33 eV

Atoms and positions in Å:
C 0.008 0.715 -1.065
C 0.108 1.340 0.121
C 1.351 -1.557 -0.586
N -0.157 0.604 1.279
F 1.138 -1.722 -1.914
P 0.381 -2.061 0.804
H -0.791 -0.029 -1.061
H 0.262 0.916 -2.061
H 0.614 2.196 0.437
H -0.284 0.993 2.210
H 2.395 -1.243 -0.533
H -0.797 -0.096 1.065
H 1.288 -3.146 0.891
H -0.543 -2.615 0.061

=====

--- ii ---
Molecular formula: C3H8FNP
Method: DFT, ωB97M-V/def2-TZVPD

Calculated values
- Charge: +1
- LUMO level: -5.84 eV

Atoms and positions in Å:
C 1.933 1.156 -0.352
C -0.934 -0.720 -1.090
C 1.269 0.260 0.297
N -1.907 -1.153 -0.357
F 1.690 -1.011 0.077
P -0.126 1.071 1.357
H 1.518 2.117 -0.443
H 2.715 0.666 -0.966
H -0.290 -1.387 -1.596
H -0.726 0.326 -1.282
H -2.122 -2.176 -0.153
H -2.683 -0.586 -0.083
H 0.656 1.260 2.550
H -0.993 0.176 2.040

=====

Computed stability ranking, most favorable first: ii, i

=====

--- i ---
Molecular formula: C3H6O2S
Method: DFT, ωB97M-V/def2-TZVPD

Calculated values
- Charge: 0
- SMILES string: COCSC=O
- LUMO level: 0.76 eV

Atoms and positions in Å:
C 1.359 0.712 -0.333
C 0.333 -1.116 0.500
C -2.036 0.239 -0.299
H 2.080 1.014 -1.070
H 1.725 1.041 0.623
H 0.385 1.154 -0.563
H 0.614 -2.066 1.000
H 0.139 -0.317 1.293
H -2.991 0.124 -0.816
O 1.368 -0.679 -0.334
O -1.678 1.228 0.277
S -1.297 -1.334 -0.277

=====

--- ii ---
Molecular formula: C3H6O2S
Method: DFT, ωB97M-V/def2-TZVPD

Calculated values
- Charge: 0
- SMILES string: O=COCCS
- LUMO level: 0.76 eV

Atoms and positions in Å:
C -0.756 -1.090 0.311
C 0.095 0.164 0.669
C 1.582 1.342 -0.516
H -2.401 -0.672 -1.255
H -0.139 -1.911 0.540
H -1.589 -1.133 0.924
H 0.399 -0.159 1.712
H -0.455 1.085 0.639
H 2.488 1.295 -1.061
O 1.210 0.179 -0.113
O 0.892 2.316 -0.488
S -1.326 -1.418 -1.362

=====

Computed stability ranking, most favorable first: ii, i

=====

--- i ---
Molecular formula: C5H7NO3S
Method: DFT, ωB97M-V/def2-TZVPD

Calculated values
- Charge: 0
- LUMO level: 0.52 eV

Atoms and positions in Å:
C 0.368 0.977 -1.438
C -0.903 -0.816 1.118
C 0.652 -0.457 -0.856
C -1.077 0.763 -0.954
C -0.839 -0.605 -0.325
N 1.585 -0.365 0.258
O 1.291 -0.318 2.714
O 0.328 1.547 1.401
O -1.660 -0.472 -1.425
S 0.644 0.137 1.513
H 0.761 1.597 -0.768
H 0.502 1.150 -2.479
H -1.915 -0.348 1.449
H -0.750 -1.808 1.590
H 0.734 -1.244 -1.632
H -1.715 1.502 -0.690
H 1.993 -1.240 0.524

=====

--- ii ---
Molecular formula: C5H7NO3S
Method: DFT, ωB97M-V/def2-TZVPD

Calculated values
- Charge: 0
- LUMO level: 0.55 eV

Atoms and positions in Å:
C -0.727 0.041 -1.182
C -1.919 -0.594 -0.583
C 0.544 -0.636 -0.768
C 0.730 -0.632 0.766
C 1.097 0.694 1.329
N -2.824 -0.832 0.122
O -3.593 -1.414 0.757
O -0.733 1.438 -0.752
O 1.557 2.262 -0.829
S 0.514 2.062 0.163
H -0.770 0.101 -2.283
H 0.637 -1.650 -1.261
H 1.371 -0.037 -1.350
H -0.241 -1.038 1.146
H 1.519 -1.387 1.109
H 0.652 0.867 2.311
H 2.187 0.755 1.303

=====

Computed stability ranking, most favorable first: i, ii

=====

--- i ---
Molecular formula: H2N2O2
Method: DFT, ωB97M-V/def2-TZVPD

Calculated values
- Charge: 0
- LUMO level (alpha / beta): 0.26 / 0.17 eV

Atoms and positions in Å:
N 2.117 0.001 0.695
N -0.357 -0.173 0.144
O 1.189 -0.320 0.016
O -1.007 0.522 -0.692
H -0.545 -1.287 0.111
H -1.396 1.257 -0.273

=====

--- ii ---
Molecular formula: H2N2O2
Method: DFT, ωB97M-V/def2-TZVPD

Calculated values
- Charge: 0
- LUMO level (alpha / beta): -0.93 / 0.97 eV

Atoms and positions in Å:
N -1.428 -0.401 0.441
N 1.071 0.310 -0.018
O -2.475 -0.254 -0.062
O -0.121 0.314 -0.678
H 1.105 -0.087 1.010
H 1.847 0.117 -0.693

=====

Computed stability ranking, most favorable first: ii, i